[1]
{"formula": "C33H69InN3O", "method": "ωB97M-V/def2-TZVPD", "symbols": ["C", "C", "C", "C", "C", "C", "C", "C", "C", "C", "C", "In", "N", "C", "O", "C", "C", "C", "C", "C", "C", "C", "C", "C", "H", "H", "H", "H", "H", "H", "H", "H", "H", "H", "H", "H", "H", "H", "H", "H", "H", "H", "H", "H", "H", "H", "H", "H", "H", "H", "H", "H", "H", "H", "H", "H", "H", "H", "H", "H", "H", "H", "H", "C", "C", "N", "C", "C", "C", "C", "H", "H", "H", "H", "H", "H", "H", "H", "H", "H", "H", "H", "H", "H", "H", "C", "C", "N", "C", "C", "C", "C", "H", "H", "H", "H", "H", "H", "H", "H", "H", "H", "H", "H", "H", "H", "H"], "positions_angstrom": [[5.6417, 0.6878, 3.0932], [6.2412, 0.4601, 1.7001], [5.3179, -0.3207, 0.7577], [5.3259, -1.8211, 1.0454], [4.4954, -2.6358, 0.0554], [2.9900, -2.3537, 0.1413], [2.0983, -3.5389, -0.2809], [0.7949, -3.6719, 0.5299], [-0.4329, -3.0425, -0.1556], [-1.4663, -2.4449, 0.8209], [-2.5190, -3.4681, 1.3244], [-4.6260, -2.9558, 0.8552], [-5.1849, -3.8859, -0.9861], [-5.9654, -3.8603, 2.4317], [-7.2794, -4.1073, 1.8691], [-8.3553, -3.7925, 2.7083], [-5.0046, -0.7413, 0.8987], [-4.3168, 0.0952, -0.1459], [-4.1284, -0.3870, -1.4438], [-3.5151, 0.3593, -2.4405], [-3.0527, 1.6365, -2.1586], [-3.2243, 2.1378, -0.8753], [-3.8442, 1.3968, 0.1247], [-4.0009, 2.0044, 1.4943], [4.5781, 0.9254, 3.0041], [5.7207, -0.1946, 3.7289], [6.1103, 1.5293, 3.6040], [7.1940, -0.0693, 1.8006], [6.4857, 1.4342, 1.2683], [5.6329, -0.1349, -0.2724], [4.3017, 0.0614, 0.8879], [6.3669, -2.1654, 1.0025], [4.9877, -1.9980, 2.0711], [4.8707, -2.3976, -0.9465], [4.7016, -3.6988, 0.2112], [2.7328, -2.0103, 1.1464], [2.7770, -1.5108, -0.5243], [1.8485, -3.4347, -1.3395], [2.6866, -4.4578, -0.1981], [0.9407, -3.2527, 1.5280], [0.6054, -4.7386, 0.6794], [-0.0989, -2.2741, -0.8597], [-0.9311, -3.8280, -0.7294], [-0.9078, -2.0616, 1.6839], [-1.9213, -1.5690, 0.3509], [-2.4063, -3.6010, 2.4044], [-2.2952, -4.4484, 0.8885], [-6.0120, -3.4699, -1.3981], [-4.4284, -3.8147, -1.6584], [-6.0530, -3.2333, 3.3248], [-5.5340, -4.8271, 2.7206], [-9.1979, -3.4656, 2.0886], [-8.6872, -4.6755, 3.2757], [-8.1151, -2.9796, 3.4006], [-4.7717, -0.3399, 1.8864], [-6.0881, -0.6184, 0.7731], [-4.4787, -1.3880, -1.6730], [-3.3937, -0.0737, -3.4265], [-2.5620, 2.2169, -2.9306], [-2.8608, 3.1398, -0.6651], [-3.4844, 1.4032, 2.2449], [-3.5645, 3.0057, 1.5167], [-5.0504, 2.0941, 1.7827], [-4.8054, 9.5986, 3.4689], [-4.8230, 8.4883, 2.4288], [-3.8961, 7.4133, 2.7260], [-3.6856, 6.5046, 1.6101], [-4.8756, 5.6725, 1.1221], [-4.0509, 6.7909, 4.0300], [-5.4159, 6.1825, 4.3789], [-3.7912, 9.9725, 3.6171], [-5.4312, 10.4275, 3.1343], [-5.1928, 9.2653, 4.4324], [-4.5258, 8.9125, 1.4655], [-5.8600, 8.1377, 2.3021], [-2.8663, 5.8307, 1.8758], [-3.3150, 7.1034, 0.7716], [-5.1215, 4.8683, 1.8130], [-4.6285, 5.2050, 0.1669], [-5.7678, 6.2811, 0.9676], [-3.8036, 7.5358, 4.7912], [-3.2805, 6.0215, 4.1213], [-6.2380, 6.8508, 4.1170], [-5.4727, 6.0001, 5.4541], [-5.5828, 5.2299, 3.8793], [4.9250, -1.7658, -4.5140], [5.8905, -2.5714, -5.3688], [7.2744, -2.1668, -5.1952], [8.1692, -2.7038, -6.2035], [8.3710, -4.2234, -6.2590], [7.7640, -2.1873, -3.8277], [7.6976, -3.5147, -3.0608], [5.0512, -0.6968, -4.6909], [3.8979, -2.0345, -4.7628], [5.0599, -1.9566, -3.4485], [5.6365, -2.4145, -6.4210], [5.7315, -3.6432, -5.1702], [9.1427, -2.2198, -6.0828], [7.7922, -2.3734, -7.1768], [8.9843, -4.5855, -5.4347], [8.8829, -4.4908, -7.1860], [7.4224, -4.7609, -6.2421], [7.2066, -1.4378, -3.2603], [8.7963, -1.8275, -3.8388], [6.7372, -4.0154, -3.1911], [7.8234, -3.3276, -1.9923], [8.4852, -4.2042, -3.3626]], "homo_ev": -4.053, "lumo_ev": 2.18, "spin_multiplicity": 1, "homo_lumo_gap_ha": 0.229, "total_charge": -1}


[2]
{"formula": "C33H70I2N2O7Si", "method": "ωB97M-V/def2-TZVPD", "symbols": ["C", "O", "C", "C", "C", "C", "C", "C", "C", "C", "C", "C", "C", "C", "Si", "N", "C", "C", "C", "C", "C", "N", "C", "I", "C", "C", "I", "H", "H", "H", "H", "H", "H", "H", "H", "H", "H", "H", "H", "H", "H", "H", "H", "H", "H", "H", "H", "H", "H", "H", "H", "H", "H", "H", "H", "H", "H", "H", "H", "H", "H", "H", "H", "H", "H", "H", "H", "H", "H", "H", "H", "H", "H", "O", "C", "O", "C", "C", "C", "H", "H", "H", "H", "H", "H", "H", "H", "O", "C", "O", "C", "C", "C", "H", "H", "H", "H", "H", "H", "H", "H", "O", "C", "O", "C", "C", "C", "H", "H", "H", "H", "H", "H", "H", "H"], "positions_angstrom": [[-2.5704, -1.2410, -3.0353], [-2.5329, -0.7382, -4.3516], [-1.2939, -0.1927, -4.7548], [-1.4740, 0.9027, -5.8193], [-2.8252, 1.6392, -5.7864], [-2.9101, 2.8250, -4.8215], [-2.5690, 2.4558, -3.3667], [-1.1092, 2.7120, -2.9732], [-0.6350, 1.8394, -1.7957], [0.9014, 1.7280, -1.7049], [1.4128, 0.4126, -1.0811], [0.6987, 0.0536, 0.2265], [1.4414, -0.9253, 1.1427], [2.0403, -2.1910, 0.4948], [0.8809, -3.6970, 0.3146], [-0.7834, -3.1840, 0.3092], [1.3531, -4.4791, -1.3311], [0.4685, -5.6162, -1.8569], [0.8583, -6.1844, -3.2444], [1.5300, -5.2144, -4.2246], [0.5753, -4.2191, -4.9041], [-0.3777, -4.8679, -5.8213], [1.2705, -4.7608, 1.8643], [2.8253, -6.1912, 1.4439], [0.1482, -5.4449, 2.6621], [-0.5837, -4.4354, 3.5636], [-1.2345, -6.5885, 1.4728], [-3.1200, -2.1871, -3.0412], [-3.0893, -0.5449, -2.3648], [-1.5623, -1.4303, -2.6437], [-0.7409, 0.2140, -3.8918], [-0.6686, -0.9998, -5.1654], [-1.3485, 0.4609, -6.8139], [-0.6805, 1.6457, -5.6906], [-3.6404, 0.9374, -5.5989], [-2.9911, 2.0390, -6.7962], [-2.2359, 3.6181, -5.1663], [-3.9385, 3.1990, -4.8640], [-3.1979, 3.0486, -2.6890], [-2.8584, 1.4053, -3.2077], [-1.0083, 3.7732, -2.7190], [-0.4248, 2.5516, -3.8166], [-1.0074, 2.2733, -0.8600], [-1.0877, 0.8420, -1.9007], [1.2803, 2.5689, -1.1079], [1.3321, 1.8223, -2.7107], [1.2228, -0.3875, -1.8101], [2.4988, 0.4707, -0.9476], [0.5389, 0.9767, 0.8039], [-0.3009, -0.3153, -0.0273], [0.7658, -1.1808, 1.9707], [2.2733, -0.3705, 1.6018], [2.8875, -2.5058, 1.1230], [2.4752, -1.9855, -0.4921], [-0.9672, -2.5536, -0.4628], [-1.0283, -2.6764, 1.1541], [1.4168, -3.6449, -2.0470], [2.3822, -4.8433, -1.2099], [0.5506, -6.4482, -1.1474], [-0.5864, -5.3171, -1.8526], [-0.0586, -6.5558, -3.7165], [1.5126, -7.0564, -3.1286], [2.3603, -4.6792, -3.7522], [1.9877, -5.8086, -5.0317], [0.0241, -3.6666, -4.1379], [1.1824, -3.5155, -5.4876], [-0.1908, -5.8590, -5.8839], [-1.3252, -4.7655, -5.4923], [1.7425, -4.0641, 2.5689], [0.6015, -6.2078, 3.3008], [-0.7447, -3.4691, 3.0865], [-1.5552, -4.8283, 3.8763], [0.0106, -4.3055, 4.4774], [-2.4546, -1.7662, 2.6134], [-2.5700, -0.6468, 3.0380], [-1.5084, -0.0838, 3.6341], [-1.4757, 1.2933, 4.0312], [-2.0967, 1.5130, 5.3938], [-3.8796, 0.0979, 2.9684], [-1.9243, 1.9206, 3.2586], [-0.4147, 1.5385, 4.0586], [-3.1579, 1.2610, 5.3969], [-1.9940, 2.5584, 5.6885], [-1.6106, 0.8889, 6.1418], [-4.4936, -0.2125, 3.8132], [-4.3823, -0.1911, 2.0490], [-3.7810, 1.1799, 2.9822], [-0.6941, -0.0674, 7.9004], [0.1950, 0.5783, 8.3823], [-0.0735, 1.8361, 8.7815], [0.8689, 2.6419, 9.4963], [1.8242, 3.3623, 8.5683], [1.6045, 0.0450, 8.4782], [1.3917, 2.0457, 10.2452], [0.2563, 3.3623, 10.0353], [2.4402, 2.6639, 8.0015], [2.4846, 4.0149, 9.1396], [1.2667, 3.9692, 7.8548], [2.0952, 0.2009, 7.5179], [1.5462, -1.0237, 8.6665], [2.2069, 0.4989, 9.2605], [-0.0526, 5.7829, -3.4829], [1.0701, 6.1447, -3.2702], [1.7842, 5.4853, -2.3359], [3.1769, 5.7192, -2.1118], [3.4176, 6.8816, -1.1715], [1.6734, 7.3395, -3.9698], [3.7028, 5.8396, -3.0600], [3.5385, 4.7946, -1.6644], [3.0494, 7.8197, -1.5871], [4.4839, 6.9908, -0.9722], [2.9015, 6.7115, -0.2267], [1.3578, 8.2392, -3.4427], [1.2746, 7.3726, -4.9802], [2.7585, 7.3276, -4.0297]], "homo_ev": -8.522, "lumo_ev": 0.35, "spin_multiplicity": 1, "homo_lumo_gap_ha": 0.326, "total_charge": 0}


Q: What is the formula in the first record?
A: C33H69InN3O